The following is a DFT calculation (the ωB97M-V functional and the def2-TZVPD basis) of a molecular structure, C4H5AgO6 in a non-equilibrium geometry.

Values from the calculation:
Energy above the lowest of the compared OMol25 structures with the same formula, charge and spin: 64.0 kJ/mol
Multiplicity: 1
E_HOMO: -9.22 eV
LUMO: -1.5 eV
Orbital gap: 7.7 eV

XYZ file:
```
16
Properties=species:S:1:pos:R:3:forces:R:3
O 3.027238 -0.118051 0.351082 0.493 -0.029 -0.320
O -1.305274 -2.155162 1.060309 -0.215 0.311 -0.426
C -1.347181 -1.664282 -0.042421 0.388 -0.814 1.141
H -0.965626 0.179132 1.665286 -0.015 -0.027 -0.432
C -0.545760 0.419283 0.685174 5.236 0.335 -1.089
H -1.995883 -3.197405 -0.911361 0.112 0.097 0.196
H -0.158422 2.498559 1.092731 0.366 -0.279 -0.695
O -1.710430 -2.304703 -1.146919 -0.249 0.020 -0.561
C 1.900838 0.214633 -0.079613 -1.091 0.125 1.144
C -0.477099 1.854426 0.265153 -6.499 -0.697 0.723
O -0.992047 -0.429208 -0.368357 -0.053 1.163 0.421
O 1.623226 0.513947 -1.258935 0.073 -0.029 -0.867
O 0.938292 0.298158 0.895383 0.311 -2.476 0.794
H -1.661221 1.801549 0.387044 1.298 2.181 -1.082
Ag 3.873289 0.099447 -1.809941 -0.389 0.013 0.390
H -0.203940 1.989677 -0.784615 0.234 0.107 0.662
```
Positions in Å, forces in eV/Å.


The following is a DFT calculation (the ωB97M-V functional and the def2-TZVPD basis) of a molecular structure, C4H5AlO2 in a non-equilibrium geometry.

Values from the calculation:
Energy above the lowest of the compared OMol25 structures with the same formula, charge and spin: 581.1 kJ/mol
Multiplicity: 2
Charge: +3
E_HOMO (alpha / beta): -22.74 / -22.92 eV
LUMO (alpha / beta): -15.2 / -18.3 eV
Orbital gap (alpha / beta): 7.5 / 4.6 eV
⟨S²⟩: 1.757

XYZ file:
```
12
Properties=species:S:1:pos:R:3:forces:R:3
C 0.611313 -0.653243 0.192471 -1.165 2.428 -2.818
H -1.928699 -0.135705 1.289751 -0.448 0.034 0.581
H 2.526061 -0.240609 1.070883 -0.141 -0.346 -0.254
O -1.735693 1.598424 0.153846 0.807 -1.999 -0.204
C -0.557707 -0.370261 -0.324289 2.985 -3.015 3.269
H -0.213567 -1.737011 -0.194347 -0.850 1.211 -0.269
O 2.565913 -0.070785 -0.954396 -13.754 -0.412 5.582
C -1.804688 0.199471 0.246415 0.372 0.689 -1.987
Al 3.805422 -0.005124 -1.600600 16.801 1.154 -9.591
H -2.645213 -0.222584 -0.333826 -0.909 0.348 0.230
C 1.981074 -0.332036 0.119216 -2.160 -1.196 4.916
H -2.604212 1.969457 0.334880 -1.537 1.103 0.545
```
Positions in Å, forces in eV/Å.


The following is a DFT calculation (the ωB97M-V functional and the def2-TZVPD basis) of a single C4H5BO molecule in a non-equilibrium geometry.

Values from the calculation:
Energy above the lowest of the compared OMol25 structures with the same formula, charge and spin: 483.3 kJ/mol
Multiplicity: 1
E_HOMO (alpha / beta): -6.54 / -6.25 eV
LUMO (alpha / beta): -0.4 / -0.5 eV
Orbital gap (alpha / beta): 6.1 / 5.8 eV

XYZ file:
```
11
Properties=species:S:1:pos:R:3:forces:R:3
H -1.117469 -1.244239 1.489478 0.082 0.541 -1.859
H 1.644302 1.694480 0.679859 0.056 0.651 0.575
O 2.204448 0.383337 -2.109159 3.322 -2.190 -2.816
C 1.068584 0.912526 0.238887 -0.153 -0.890 -0.289
C -0.928185 -0.712859 0.424015 1.345 0.416 3.895
B 1.635587 0.491846 -1.005193 -2.015 0.369 1.982
H 2.982204 -0.267889 -2.262550 -1.866 1.593 0.346
H -0.455503 0.856038 1.763070 1.017 -0.532 -0.488
C -0.056811 0.375289 0.831858 -1.647 0.462 0.875
H -1.928634 -1.964783 -0.888860 -0.366 0.203 0.527
C -1.531895 -0.959539 -0.703256 0.225 -0.623 -2.747
```
Positions in Å, forces in eV/Å.


no.,total energy (eV)
1,-20511.8027
2,-14875.5347
3,-6947.6866